1:
ORCA calculation (ωB97M-V with the def2-TZVPD basis set) on the molecule CH3NO2.

Geometry as XYZ:
```
7
Properties=species:S:1:pos:R:3:lowdin_charge:R:1
O -0.420 0.012 -1.404 -0.08
O 0.307 -1.038 -0.736 -0.04
N -0.139 0.908 -0.369 0.01
C 0.272 -0.266 0.406 -0.25
H -0.325 -0.680 1.213 0.10
H -1.014 1.331 -0.142 0.10
H 1.320 -0.267 1.032 0.15
```

HOMO = -8.8355 eV
LUMO level = 1.0 eV
structure (SMILES) = C1NOO1

***

2:
ORCA calculation (ωB97M-V with the def2-TZVPD basis set) on the molecule CH3NO2.

Geometry as XYZ:
```
7
Properties=species:S:1:pos:R:3:lowdin_charge:R:1
O 0.794 -0.319 -1.167 -0.06
O -1.509 0.556 1.239 0.06
N 0.238 -0.445 0.101 -0.07
C -0.591 0.622 0.480 -0.34
H -0.283 1.556 0.093 0.12
H -0.363 -1.325 0.213 0.17
H 1.714 -0.644 -0.959 0.13
```

HOMO = -10.2913 eV
LUMO level = 0.8 eV
structure (SMILES) = O=CNO

***

List of relative energies, unit hartree: 1 0.1558; 2 0.0000

***

1:
ORCA calculation (ωB97M-V with the def2-TZVPD basis set) on the ion C5H11N2 with charge +1.

Geometry as XYZ:
```
18
Properties=species:S:1:pos:R:3:lowdin_charge:R:1
N 2.378 0.801 0.220 0.03
N -0.333 -1.441 -0.641 0.29
C -0.432 0.588 0.556 -0.10
C -2.785 0.146 -0.055 -0.02
C 1.798 -0.484 -0.030 -0.17
C -1.728 0.858 -0.244 -0.15
C 0.268 -0.497 0.006 -0.21
H 1.921 -0.831 -1.005 0.11
H 2.184 -1.223 0.813 0.19
H -1.310 -1.433 -0.659 0.10
H 3.032 0.968 0.983 0.11
H -2.875 -0.648 0.739 0.10
H 0.067 -2.265 -0.900 0.12
H -1.731 1.624 -1.025 0.13
H 2.744 1.138 -0.637 0.08
H -0.567 0.360 1.590 0.16
H -3.791 0.313 -0.588 0.11
H 0.184 1.444 0.389 0.12
```

HOMO = -13.9706 eV
net charge = +1
LUMO level = -4.4 eV
structure (SMILES) = C=CCC(=[NH2+])CN

***

2:
ORCA calculation (ωB97M-V with the def2-TZVPD basis set) on the ion C5H11N2 with charge +1.

Geometry as XYZ:
```
18
Properties=species:S:1:pos:R:3:lowdin_charge:R:1
N -0.046 -0.537 -0.146 -0.22
N 1.286 -0.290 -0.034 -0.07
C -1.616 1.294 0.724 0.16
C -1.110 0.449 -0.129 -0.25
C 1.868 1.046 0.170 -0.10
C -0.884 -0.159 -1.420 0.10
C -0.440 -1.841 0.542 0.08
H -2.411 1.925 0.439 0.08
H -0.226 0.302 -2.287 0.19
H -1.573 -0.803 -1.720 0.07
H -0.439 -2.474 -0.265 0.07
H -1.276 1.350 1.791 0.12
H 0.204 -2.042 1.347 0.09
H 1.590 1.945 -0.552 0.11
H 1.649 1.513 1.163 0.08
H 1.874 -0.910 -0.776 0.22
H 3.017 1.003 0.111 0.11
H -1.467 -1.771 1.042 0.14
```

HOMO = -13.9582 eV
net charge = +1
LUMO level = -3.2 eV
structure (SMILES) = C=C1C[N@@+]1(C)NC

***

List of relative energies, unit hartree: 1 0.0000; 2 0.1174

***

1:
ORCA calculation (ωB97M-V with the def2-TZVPD basis set) on a cluster of 2 separate species, C5H11N2 in total.

Geometry as XYZ:
```
18
Properties=species:S:1:pos:R:3:lowdin_charge:R:1
N 0.123 -0.038 1.303 0.20
N 0.327 -1.981 -0.037 0.09
C -1.337 -0.302 -0.711 -0.03
C 2.792 0.755 -0.144 0.00
C -1.792 1.142 -0.354 -0.05
C -0.413 -0.826 0.117 -0.40
C 1.953 0.831 -0.979 -0.01
H 0.294 1.012 1.173 0.16
H -2.365 1.362 -1.156 0.03
H -2.409 0.997 0.538 0.10
H 1.087 1.154 -1.606 0.07
H 1.011 -0.607 1.496 0.17
H -1.858 -0.825 -1.411 0.09
H 0.049 -2.774 0.690 0.18
H 0.236 -2.245 -0.985 0.09
H -0.933 1.875 -0.351 0.10
H 3.749 0.526 0.292 0.05
H -0.515 -0.056 2.125 0.18
```

HOMO = -13.6216 eV
net charge = +1
LUMO level = -3.4 eV

***

2:
ORCA calculation (ωB97M-V with the def2-TZVPD basis set) on a structure of composition C5H11N2.

Geometry as XYZ:
```
18
Properties=species:S:1:pos:R:3:lowdin_charge:R:1
N -1.500 1.435 0.772 -0.06
N 0.645 -0.965 0.843 0.11
C 1.171 -2.679 -1.163 0.00
C 1.832 -0.452 0.228 0.07
C -0.753 2.633 0.511 -0.05
C 1.343 -1.558 -0.267 -0.22
C -1.396 0.308 0.077 -0.01
H -1.071 0.417 -0.952 0.13
H 0.040 2.772 1.245 0.10
H -1.954 1.405 1.676 0.16
H 0.375 -2.447 -1.875 0.10
H 2.515 0.352 0.311 0.12
H -1.416 3.494 0.574 0.10
H -0.321 2.598 -0.484 0.10
H 2.086 -2.876 -1.713 0.10
H -2.158 -0.439 0.261 0.13
H 0.865 -3.564 -0.606 0.10
H -0.304 -0.434 0.561 0.01
```

HOMO (spin up / spin down) = -12.4086 / -12.4100 eV
net charge = +1
LUMO level (spin up / spin down) = -4.9 / -4.9 eV

***

3:
ORCA calculation (ωB97M-V with the def2-TZVPD basis set) on the ion C5H11N2 with charge +1.

Geometry as XYZ:
```
18
Properties=species:S:1:pos:R:3:lowdin_charge:R:1
N 0.957 0.432 -0.358 -0.16
N -1.306 1.327 0.075 0.14
C -0.404 0.670 -0.917 -0.10
C -1.281 -1.030 0.872 -0.05
C -1.458 -0.079 -0.298 -0.33
C 1.869 1.076 0.367 0.14
C 1.464 -0.827 -0.928 0.00
H 1.784 1.970 0.979 0.10
H -1.416 -2.075 0.466 0.11
H 2.310 -0.947 -0.365 0.06
H -2.315 -0.415 -0.858 0.15
H -2.096 1.878 -0.284 0.18
H 0.708 -1.616 -0.928 0.11
H -2.237 -1.025 1.453 0.10
H 1.718 -0.743 -2.004 0.13
H 2.903 0.756 0.270 0.11
H -0.288 -0.781 1.413 0.12
H -0.912 1.431 1.044 0.19
```

HOMO (spin up / spin down) = -12.8061 / -12.8043 eV
net charge = +1
LUMO level (spin up / spin down) = -4.3 / -4.3 eV

***

List of relative energies, unit hartree: 1 0.0000; 2 0.0300; 3 0.0202

***

1:
ORCA calculation (ωB97M-V with the def2-TZVPD basis set) on the ion C5H11N2 with charge +1.

Geometry as XYZ:
```
18
Properties=species:S:1:pos:R:3:lowdin_charge:R:1
N -0.072 -0.937 -0.634 -0.01
N -1.022 -0.585 1.712 0.17
C -0.636 0.856 1.610 -0.13
C 0.668 1.101 -1.732 0.11
C 0.606 0.949 0.741 -0.14
C 0.409 0.387 -0.645 -0.36
C 0.278 -1.744 -1.529 0.05
H -1.419 1.403 1.094 0.14
H -0.995 -1.000 0.764 0.09
H -1.910 -0.786 2.198 0.18
H -0.435 1.200 2.592 0.12
H 0.837 2.018 0.725 0.13
H -0.304 -1.032 2.244 0.15
H -0.139 -2.736 -1.573 0.09
H 1.485 0.577 1.289 0.13
H 0.465 0.641 -2.697 0.08
H 0.948 2.132 -1.733 0.08
H 1.016 -1.500 -2.314 0.11
```

HOMO = -13.4707 eV
net charge = +1
LUMO level = -3.3 eV
structure (SMILES) = C=NC(=C)CC[NH3+]

***

2:
ORCA calculation (ωB97M-V with the def2-TZVPD basis set) on the ion C5H11N2 with charge +1.

Geometry as XYZ:
```
18
Properties=species:S:1:pos:R:3:lowdin_charge:R:1
N -0.612 1.026 -0.420 -0.05
N 0.340 -0.499 1.157 0.04
C 0.233 -0.222 -0.072 -0.26
C -0.994 1.585 -1.490 0.20
C -1.200 1.626 0.735 -0.04
C 0.598 -1.082 -1.217 0.02
C 0.883 -1.676 1.694 -0.08
H 0.833 -0.420 -2.010 0.07
H -1.669 2.399 -1.362 0.12
H 1.948 -1.615 1.809 0.10
H -2.122 1.057 1.103 0.15
H -0.410 1.607 1.558 0.13
H 0.376 -1.792 2.694 0.12
H 1.511 -1.564 -0.948 0.09
H -1.565 2.550 0.577 0.05
H -0.831 1.247 -2.485 0.12
H -0.287 -1.638 -1.419 0.11
H 0.808 -2.500 0.952 0.10
```

HOMO = -14.3010 eV
net charge = +1
LUMO level = -5.2 eV
structure (SMILES) = C=[N+](C)/C(C)=N/C

***

List of relative energies, unit hartree: 1 0.0000; 2 0.0515

***

1:
ORCA calculation (ωB97M-V with the def2-TZVPD basis set) on a structure of composition C27H26N6O6Pd.

Geometry as XYZ:
```
66
Properties=species:S:1:pos:R:3:lowdin_charge:R:1
Pd -0.443 -0.642 -1.878 0.77
O -0.595 -1.472 -4.039 -0.11
O -1.756 -1.129 0.052 0.02
O -0.794 0.654 7.856 -0.06
O 0.669 -2.743 -5.377 -0.02
O 4.406 -5.561 -2.068 -0.03
O 2.675 -7.014 -2.303 -0.01
N 2.122 0.904 -3.496 -0.06
N 2.526 -0.773 -5.801 0.07
N -1.083 1.280 -1.060 0.01
N -3.168 3.415 2.702 0.08
N -3.309 3.617 3.919 0.11
N 0.700 -2.413 -1.893 -0.03
C -0.724 2.462 -1.538 -0.09
C 3.342 0.117 -3.609 -0.19
C 1.688 1.351 -4.811 -0.20
C -3.256 2.740 6.128 -0.01
C -1.713 3.632 0.292 0.02
C 1.302 -2.900 -0.801 -0.12
C -1.422 0.439 9.112 -0.06
C -2.644 2.828 4.885 -0.28
C 0.226 -2.410 -4.261 -0.64
C -2.887 -0.146 1.855 0.04
C 2.088 -4.031 -0.830 0.01
C -2.108 -0.106 0.635 -0.33
C -2.087 2.388 0.825 -0.09
C -3.188 0.981 2.545 0.00
C -2.771 2.260 2.090 -0.21
C -2.683 1.997 7.148 0.00
C 3.149 -1.122 -4.471 -0.08
C -1.389 2.236 4.686 -0.02
C -0.799 1.526 5.702 0.02
C 0.823 -3.092 -3.043 -0.22
C -1.747 1.236 0.112 -0.13
C -1.023 3.662 -0.893 -0.02
C 1.565 -4.250 -3.140 0.06
C 1.379 0.204 -5.750 -0.10
C -1.451 1.382 6.934 -0.27
C 2.251 -4.729 -2.025 -0.09
C 3.212 -5.914 -2.119 -0.74
H -0.714 4.597 -1.338 0.11
H 0.175 1.073 5.580 0.13
H -1.548 1.379 9.653 0.10
H 3.655 -0.217 -2.620 0.13
H -3.188 1.919 8.098 0.11
H -1.977 4.540 0.816 0.12
H 4.076 -1.654 -4.683 0.14
H 2.470 -1.816 -3.988 0.09
H -3.194 -1.124 2.199 0.13
H 1.410 0.315 -3.044 0.05
H 2.463 2.014 -5.211 0.12
H -0.757 -0.213 9.670 0.10
H -0.867 2.354 3.745 0.12
H 0.516 -0.345 -5.383 0.09
H 2.604 -4.357 0.063 0.12
H 1.642 -4.747 -4.097 0.14
H 1.164 -2.331 0.110 0.10
H 2.144 -1.645 -6.196 0.15
H -2.390 -0.050 8.988 0.10
H -3.759 0.923 3.462 0.13
H -0.170 2.452 -2.468 0.10
H 3.255 -0.402 -6.408 0.17
H 4.140 0.757 -4.001 0.12
H 0.776 1.944 -4.721 0.11
H 1.187 0.517 -6.776 0.14
H -4.197 3.251 6.280 0.12
```

HOMO (spin up / spin down) = -7.0523 / -7.0487 eV
LUMO level (spin up / spin down) = -1.5 / -2.9 eV
spin multiplicity = 3

***

2:
ORCA calculation (ωB97M-V with the def2-TZVPD basis set) on a structure of composition C27H26N6O6Pd.

Geometry as XYZ:
```
66
Properties=species:S:1:pos:R:3:lowdin_charge:R:1
Pd -0.166 -0.395 0.739 0.75
O 2.381 -0.052 1.092 0.00
O -5.016 4.568 -0.182 0.01
O -3.972 -0.691 -0.727 0.05
O -3.038 5.580 0.256 -0.10
O 0.858 -6.578 5.294 -0.06
O -1.769 -1.088 -0.523 -0.17
N 0.901 -2.256 0.485 0.02
N 0.333 5.283 -1.467 0.07
N 0.635 2.735 -0.369 -0.05
N 5.021 -4.819 0.868 0.09
N 4.745 -5.896 1.416 0.10
N -1.615 1.062 1.171 -0.04
C 2.878 -3.612 0.576 -0.10
C 1.833 -6.323 4.401 -0.27
C 2.115 -4.728 0.195 0.01
C 0.182 -3.321 0.164 -0.08
C -2.224 3.309 1.650 -0.02
C -3.200 3.282 0.653 -0.12
C 3.128 -7.203 2.582 -0.02
C -2.649 0.970 0.313 -0.19
C 1.759 3.624 -0.347 -0.21
C 4.401 -1.246 1.087 0.02
C -0.808 4.291 -1.532 -0.09
C 0.767 -4.577 -0.010 -0.01
C 2.530 -5.118 4.323 0.01
C 1.222 5.047 -0.278 -0.10
C 5.025 -2.450 1.003 -0.01
C 2.222 -2.382 0.669 -0.13
C -1.457 2.189 1.874 -0.14
C -3.465 2.058 0.044 0.05
C 4.297 -3.653 0.858 -0.22
C 0.488 -5.541 6.195 -0.06
C -2.843 -0.391 -0.378 -0.62
C 2.965 -1.130 0.975 -0.34
C -0.203 2.908 -1.539 -0.18
C 3.776 -5.973 2.451 -0.29
C 2.146 -7.371 3.530 0.01
C 3.497 -4.946 3.346 -0.01
C -3.850 4.608 0.202 -0.69
H -4.280 1.958 -0.661 0.13
H 4.041 -4.012 3.306 0.12
H 2.426 3.540 -1.228 0.12
H 0.150 -5.412 -0.310 0.12
H -0.658 2.182 2.605 0.11
H 1.610 -8.305 3.629 0.13
H -1.399 4.528 -2.412 0.14
H -0.874 -3.137 0.003 0.11
H 0.898 5.190 -2.313 0.17
H 2.589 -5.690 0.052 0.12
H 6.100 -2.536 1.102 0.12
H 1.327 -5.257 6.834 0.10
H 0.596 5.174 0.603 0.14
H 2.330 -4.314 5.014 0.11
H -1.443 4.479 -0.664 0.09
H 0.801 1.750 -0.215 0.07
H 2.008 5.800 -0.301 0.13
H 3.399 -8.006 1.910 0.12
H 0.362 2.753 -2.479 0.12
H -2.036 4.233 2.180 0.12
H -0.047 6.229 -1.458 0.18
H -1.011 2.177 -1.518 0.12
H -0.309 -5.950 6.807 0.10
H 4.950 -0.329 1.253 0.12
H 2.367 3.438 0.538 0.13
H 0.120 -4.666 5.656 0.10
```

HOMO (spin up / spin down) = -7.2003 / -7.6256 eV
LUMO level (spin up / spin down) = -1.2 / -2.6 eV
spin multiplicity = 3

***

List of relative energies, unit hartree: 1 0.0020; 2 0.0000

***

1:
ORCA calculation (ωB97M-V with the def2-TZVPD basis set) on a structure of composition C22H25Cl2N4O2RuS2.

Geometry as XYZ:
```
58
Properties=species:S:1:pos:R:3:lowdin_charge:R:1
Ru 0.632 0.523 1.180 0.84
Cl 0.651 0.305 3.567 0.78
Cl 5.855 0.909 2.254 0.71
S 2.784 0.852 1.384 0.71
S -1.229 -1.416 0.647 0.62
O -1.908 -1.487 1.903 -0.27
O 0.229 -1.697 0.628 -0.38
N 1.103 0.875 -1.014 -0.17
N -1.160 0.116 0.064 -0.23
N 2.422 1.701 -3.455 0.07
N -0.870 2.067 1.112 -0.02
C 2.179 0.076 -1.627 -0.20
C 1.223 2.295 -1.380 -0.17
C -3.491 -3.757 -2.463 -0.24
C -3.300 -2.892 -0.212 -0.03
C 1.287 2.507 -2.884 -0.08
C -4.272 -4.476 -3.523 -0.03
C 3.285 0.605 3.046 -0.65
C 2.658 0.220 5.369 -0.08
C 4.979 0.490 4.766 -0.07
C -2.210 -3.267 -2.744 -0.02
C 3.997 0.279 5.726 -0.03
C -1.804 1.198 0.680 -0.40
C -1.259 3.202 1.718 -0.09
C -3.164 1.375 0.866 0.03
C -4.012 -3.573 -1.187 0.00
C -3.554 2.564 1.456 0.00
C -2.041 -2.398 -0.526 -0.31
C 4.624 0.651 3.439 -0.67
C -1.484 -2.587 -1.791 -0.06
C 2.240 0.241 -3.136 -0.08
C 2.347 0.385 4.036 -0.59
C -2.595 3.496 1.868 -0.03
H 4.278 0.156 6.762 0.13
H -1.781 -3.445 -3.723 0.12
H 2.122 2.691 -0.898 0.12
H 0.381 2.153 -3.376 0.15
H 1.443 3.553 -3.140 0.15
H -3.864 0.608 0.570 0.13
H -4.279 -3.901 -4.450 0.09
H -3.823 -5.445 -3.744 0.10
H 3.303 2.023 -3.045 0.19
H 2.022 -0.975 -1.382 0.13
H -4.986 -3.978 -0.945 0.13
H -0.478 3.864 2.069 0.13
H 6.022 0.528 5.044 0.12
H 3.134 0.370 -1.189 0.09
H -0.480 -2.239 -1.999 0.10
H 1.319 -0.073 -3.628 0.14
H 0.371 2.844 -0.988 0.12
H 1.884 0.045 6.103 0.12
H 3.076 -0.311 -3.562 0.15
H -4.604 2.772 1.613 0.13
H -5.302 -4.642 -3.214 0.09
H -2.889 4.430 2.322 0.12
H -3.701 -2.758 0.783 0.12
H 2.498 1.847 -4.464 0.19
H 0.188 0.505 -1.287 0.09
```

HOMO (spin up / spin down) = -13.3647 / -13.8695 eV
net charge = +2
LUMO level (spin up / spin down) = -6.2 / -6.8 eV
spin multiplicity = 2

***

2:
ORCA calculation (ωB97M-V with the def2-TZVPD basis set) on a structure of composition C22H25Cl2N4O2RuS2.

Geometry as XYZ:
```
58
Properties=species:S:1:pos:R:3:lowdin_charge:R:1
Ru 0.147 0.281 -0.778 0.89
Cl -2.681 4.638 -1.929 0.72
Cl 0.408 1.577 1.281 0.80
S 2.876 0.976 -1.483 0.65
S -1.133 1.964 -1.522 0.69
O 3.865 0.492 -2.386 -0.22
O 1.654 1.593 -2.038 -0.41
N 2.178 -0.201 -0.595 -0.22
N -1.718 -0.657 -0.091 -0.19
N 0.795 -1.891 -0.663 0.00
N -4.601 -0.955 0.166 0.07
C -0.262 4.130 1.839 -0.09
C 4.364 1.557 0.700 -0.05
C -1.096 3.214 -0.267 -0.64
C -2.493 0.083 0.927 -0.19
C -0.382 3.110 0.915 -0.59
C 0.380 -3.116 -1.056 -0.13
C 2.457 -3.531 -2.159 0.00
C -3.750 -0.649 1.367 -0.07
C -3.834 -1.776 -0.833 -0.08
C -1.655 5.476 0.414 -0.08
C -2.573 -1.029 -1.238 -0.19
C -0.906 5.327 1.575 -0.04
C 3.535 2.058 -0.296 -0.33
C 4.697 3.813 1.504 -0.24
C 4.934 2.440 1.597 -0.01
C 3.275 3.419 -0.413 -0.05
C 5.339 4.774 2.463 -0.03
C 2.891 -2.274 -1.817 0.03
C -1.747 4.433 -0.489 -0.68
C 1.178 -3.969 -1.772 -0.03
C 3.862 4.284 0.492 -0.02
C 2.027 -1.491 -1.051 -0.38
H -2.747 1.056 0.497 0.11
H 3.099 -4.181 -2.738 0.13
H -0.604 -3.431 -0.725 0.11
H -0.829 6.146 2.277 0.12
H -1.317 -1.491 0.335 0.11
H -2.166 6.404 0.200 0.12
H 4.557 0.494 0.775 0.12
H 0.828 -4.960 -2.020 0.12
H 4.586 5.376 2.973 0.09
H -3.617 -2.730 -0.351 0.14
H 3.852 -1.892 -2.126 0.12
H 0.321 3.989 2.739 0.12
H -4.904 -0.080 -0.272 0.19
H 3.677 5.348 0.407 0.13
H 5.931 4.255 3.214 0.08
H -4.333 -0.037 2.053 0.15
H -4.473 -1.955 -1.696 0.15
H 2.629 3.786 -1.200 0.12
H -2.829 -0.104 -1.759 0.09
H 5.581 2.063 2.378 0.12
H -2.001 -1.651 -1.925 0.13
H -3.532 -1.603 1.847 0.15
H -5.451 -1.447 0.449 0.19
H 5.995 5.461 1.927 0.10
H -1.866 0.260 1.797 0.11
```

HOMO (spin up / spin down) = -13.5843 / -13.6794 eV
net charge = +2
LUMO level (spin up / spin down) = -6.7 / -6.4 eV
spin multiplicity = 2

***

List of relative energies, unit hartree: 1 0.0000; 2 0.0245